No. 1
C3H9NO | ωB97M-V/def2-TZVPD

Geometry as XYZ:
```
14
Properties=species:S:1:pos:R:3:forces:R:3
O -2.0078 -0.2676 0.7232 0.9 -0.5 0.3
N 1.0434 0.4252 0.0702 -3.1 2.7 -0.9
C 1.7395 1.3943 -0.7877 0.0 -1.3 0.2
C 0.0717 -0.4882 -0.4500 1.9 -2.1 -0.8
C -0.8765 -1.1140 0.5434 -0.1 0.9 0.9
H -1.0890 -2.1388 0.2396 -0.3 0.1 0.0
H -2.5315 -0.3519 -0.0602 -0.9 0.1 -0.7
H -0.4390 -0.2176 -1.3929 0.4 0.7 0.3
H 2.6681 1.5888 -0.2755 0.5 0.3 -0.1
H 1.1600 2.3253 -0.8485 -0.1 -0.2 0.2
H 0.7840 -1.2538 -0.8454 -0.5 -0.4 -0.1
H 1.8688 0.9494 -1.7716 0.2 0.2 0.0
H 0.6128 0.8990 0.8711 0.9 -0.3 0.8
H -0.4175 -1.1439 1.5352 0.1 -0.3 -0.1
```
Forces are in eV/Å.

Total charge   +1
Spin multiplicity   2
HOMO-LUMO gap (spin up / spin down)   12.156 / 7.025 eV
E_LUMO (spin up / spin down)   -3.19 / -8.32 eV
Electronic energy   -249.34499 hartree



No. 2
C3H9NO2 | ωB97M-V/def2-TZVPD

Geometry as XYZ:
```
15
Properties=species:S:1:pos:R:3:forces:R:3
O 2.7386 0.3861 0.7986 0.0 0.6 0.1
O -2.2120 -0.4906 0.9678 -0.5 -0.2 0.2
N -0.2921 -1.6158 -0.6533 -1.3 0.9 -0.2
C 0.1553 0.9038 -0.2986 -1.4 0.3 -0.7
C -1.0739 1.4521 -0.5382 2.0 -0.2 0.9
C 0.6567 -0.4818 -0.6311 -1.0 -0.8 1.0
H 3.6207 0.5464 1.1456 0.7 -0.1 0.2
H -1.0110 -1.3952 -1.3546 0.5 -0.2 -0.4
H 1.3679 -0.7531 0.1492 0.1 -0.2 -0.1
H 1.2264 -0.4270 -1.5653 -0.1 0.0 0.0
H -0.9746 -1.4431 0.1366 0.8 -0.1 0.2
H -2.6976 -0.3408 1.7859 0.0 -0.2 0.0
H 0.8837 1.5029 0.2409 0.4 0.5 -0.8
H -1.0896 2.5392 -0.4914 -0.3 0.0 0.5
H -1.9895 0.8865 -0.3531 -0.1 -0.4 -1.0
```
Forces are in eV/Å.

Total charge   -1
Spin multiplicity   2
HOMO-LUMO gap (spin up / spin down)   6.226 / 3.687 eV
E_LUMO (spin up / spin down)   3.24 / 0.78 eV
Electronic energy   -324.76216 hartree



No. 3
C3H9NO2 | ωB97M-V/def2-TZVPD

Geometry as XYZ:
```
15
Properties=species:S:1:pos:R:3:forces:R:3
O 1.5786 2.2735 1.0391 0.4 0.1 0.2
O 3.0446 -2.1852 -5.6285 0.1 -0.1 0.2
N -1.4775 -0.8076 2.6307 0.7 -0.1 0.5
C -1.6134 -1.8102 1.7532 -0.9 -0.2 0.3
C -1.2511 0.4272 2.1575 -0.7 -0.4 -1.1
C -1.6144 0.9134 0.9130 0.5 0.4 0.7
H 3.2897 -1.3887 -6.1066 0.0 0.1 0.1
H -1.5691 -1.6463 0.6853 0.2 0.1 -0.4
H 2.0365 2.6487 0.2834 -0.1 0.1 -0.1
H -1.3796 1.9515 0.8010 0.0 0.7 -0.5
H -0.7406 1.1520 2.7876 0.0 -0.1 0.4
H 3.3660 -2.0685 -4.7218 -0.1 0.1 -0.4
H 0.7626 2.7722 1.1399 -0.2 -0.2 -0.1
H -2.2799 0.4739 0.1938 -0.1 -0.4 0.0
H -2.1524 -2.7060 2.0725 0.3 0.0 0.1
```
Forces are in eV/Å.

Total charge   -1
Spin multiplicity   2
HOMO-LUMO gap (spin up / spin down)   2.791 / 5.430 eV
E_LUMO (spin up / spin down)   2.68 / 2.68 eV
Electronic energy   -324.85237 hartree



No. 4
C3H9NO2 | ωB97M-V/def2-TZVPD

Geometry as XYZ:
```
15
Properties=species:S:1:pos:R:3:forces:R:3
O 4.8929 -0.3608 -0.1386 -3.5 -3.1 1.2
O 0.0575 -1.0858 0.1244 -1.9 1.9 1.3
N -1.8003 0.2344 -0.1379 -5.3 2.5 -1.3
C 0.2858 1.3519 0.1360 1.3 -0.2 -0.7
C -2.8621 -0.8440 -0.0476 1.3 -2.4 -0.3
C -0.5508 0.0181 0.1579 5.3 -0.3 -2.8
H -2.1092 1.3012 -0.6931 1.3 -4.7 2.8
H 0.6629 1.3998 1.1556 -0.3 0.7 0.3
H 1.3267 1.2953 -0.4396 -2.6 -0.2 0.7
H -3.5699 -0.5654 -0.8446 0.0 -0.6 0.6
H -2.3678 -1.9700 -0.2874 -1.1 3.4 0.3
H 4.0961 -1.0697 0.1290 2.9 3.1 -1.2
H -3.3705 -1.0516 0.9806 1.0 1.2 -1.7
H 5.6341 -0.9206 0.0933 0.6 0.0 0.0
H -0.3255 2.2671 -0.1881 1.1 -1.3 0.7
```
Forces are in eV/Å.

Total charge   0
HOMO-LUMO gap   10.000 eV
E_LUMO   0.48 eV
SMILES   CNC(C)=O.O
Electronic energy   -324.85504 hartree



No. 5
C3H9NO2 | ωB97M-V/def2-TZVPD

Geometry as XYZ:
```
15
Properties=species:S:1:pos:R:3:forces:R:3
O 1.3328 -1.7062 -1.0227 0.8 -0.7 -0.1
O 0.0878 1.7356 0.6002 0.5 -0.6 -0.2
N -2.0120 1.0810 0.9355 0.2 -0.1 0.3
C -0.8182 1.0043 0.2506 -1.2 1.2 -0.1
C -0.8431 0.0707 -0.9155 -0.4 -0.8 -0.3
C 2.0281 -1.5979 0.2184 -0.2 0.3 0.3
H 1.7710 -2.4023 -1.5226 -0.2 0.0 -0.1
H -2.0114 1.7030 1.7242 0.0 0.1 0.0
H -0.9707 -0.9405 -0.5277 0.3 -0.1 0.0
H 3.0982 -1.8060 0.1563 0.0 0.1 -0.3
H -2.9031 0.7588 0.6115 0.1 -0.3 -0.2
H -1.7143 0.1767 -1.5665 -0.1 0.5 0.2
H 1.6177 -2.2697 0.9793 -0.1 0.0 -0.1
H 0.0349 0.0791 -1.5407 0.3 0.2 0.2
H 1.8976 -0.5637 0.5343 0.0 0.0 0.2
```
Forces are in eV/Å.

Total charge   0
HOMO-LUMO gap   10.467 eV
E_LUMO   0.81 eV
SMILES   CC(N)=O.CO
Electronic energy   -324.93394 hartree



No. 6
C3H9NO2 | ωB97M-V/def2-TZVPD

Geometry as XYZ:
```
15
Properties=species:S:1:pos:R:3:forces:R:3
O 1.2878 1.3412 -1.4803 -1.1 -0.3 0.3
O -0.3528 -2.5624 0.2774 -0.3 0.4 -1.1
N -0.9730 1.0602 -0.6101 -0.7 -3.7 -0.2
C -0.9060 -0.2207 0.0108 0.2 5.5 3.7
C 0.0469 -0.2311 1.2125 0.3 -1.1 -1.4
C 1.0262 0.6682 1.3490 -1.8 0.4 -0.2
H -0.6430 -1.1073 -0.6497 0.6 -2.7 -0.3
H -0.1041 -3.3854 -0.1751 -0.1 0.3 -0.3
H -0.0145 -1.1962 1.6913 0.3 0.3 0.5
H -1.6739 1.0331 -1.3500 -0.3 0.1 0.1
H -1.8603 -0.5683 0.4264 -0.4 -0.4 -0.8
H 0.0771 1.2793 -1.1640 2.7 1.0 -0.5
H 1.8106 0.6546 2.0734 0.3 -0.2 0.3
H 1.4449 1.6901 -2.3628 -0.4 0.0 -0.2
H 0.8341 1.5449 0.7513 0.9 0.3 0.0
```
Forces are in eV/Å.

Total charge   0
HOMO-LUMO gap   5.292 eV
E_LUMO   -4.05 eV
Electronic energy   -324.63773 hartree



No. 7
C3H9NO2 | ωB97M-V/def2-TZVPD

Geometry as XYZ:
```
15
Properties=species:S:1:pos:R:3:forces:R:3
O -0.3252 -0.4269 1.0597 -1.4 1.0 0.5
O -1.7430 -0.5728 0.1528 -1.2 -3.5 -0.1
N -2.8895 0.1593 0.0882 0.5 1.9 1.1
C 1.3937 1.1637 0.5113 0.1 -0.2 0.5
C 0.4704 0.0408 0.0424 0.1 1.4 -2.5
C 1.2041 -1.0698 -0.7114 -0.1 -0.1 0.3
H 1.9182 1.6285 -0.3281 -0.1 -0.1 0.0
H -3.3897 0.1697 0.9728 0.0 -0.5 -0.1
H -3.4577 -0.2050 -0.6724 0.6 0.1 -0.1
H 1.7471 -0.6704 -1.5723 0.0 0.0 0.1
H 1.9098 -1.5770 -0.0462 0.0 0.0 -0.1
H -0.2990 0.4808 -0.6774 1.6 -0.1 0.5
H 0.4922 -1.8130 -1.0789 0.0 0.1 0.1
H 0.8264 1.9241 1.0538 0.0 0.0 -0.2
H 2.1421 0.7679 1.2056 0.0 0.0 -0.1
```
Forces are in eV/Å.

Total charge   0
HOMO-LUMO gap (spin up / spin down)   8.177 / 8.890 eV
E_LUMO (spin up / spin down)   -0.49 / -0.27 eV
Electronic energy   -324.71627 hartree



No. 8
C3H9NO2 | ωB97M-V/def2-TZVPD

Geometry as XYZ:
```
15
Properties=species:S:1:pos:R:3:forces:R:3
O 2.0062 0.8738 -0.5542 -0.1 -0.2 -0.2
O -0.2615 0.4561 -1.4454 1.3 -0.3 -1.6
N -0.0970 -0.0120 -0.1669 -3.1 1.9 -0.6
C 0.1378 -1.4604 -0.1638 -0.2 -0.4 0.0
C -1.5118 0.4470 0.3314 1.4 -1.4 1.6
C 1.0693 0.7387 0.4383 0.0 0.4 0.3
H 0.6789 1.7108 0.7783 -0.1 -0.2 0.0
H -1.4348 0.4991 1.4124 -0.3 -0.1 0.5
H 1.1029 -1.6440 -0.6417 -0.1 0.1 0.2
H -0.6361 -1.9375 -0.7649 0.0 0.2 0.1
H -1.8352 1.4159 -0.0424 0.7 -0.2 -0.4
H 1.4126 0.9217 -1.3679 0.1 0.0 0.3
H 0.1111 -1.8436 0.8574 0.1 0.0 0.0
H 1.4688 0.1707 1.2836 0.0 0.0 -0.1
H -2.2112 -0.3364 0.0457 0.1 0.1 -0.1
```
Forces are in eV/Å.

Total charge   0
HOMO-LUMO gap   9.548 eV
E_LUMO   0.74 eV
SMILES   C[N+](C)([O-])CO
Electronic energy   -324.82988 hartree



No. 9
C3H9NO2 | ωB97M-V/def2-TZVPD

Geometry as XYZ:
```
15
Properties=species:S:1:pos:R:3:forces:R:3
O 1.1044 -0.0018 -0.5020 0.9 0.2 2.0
O 0.3178 0.1855 1.7171 0.6 -0.9 -2.7
N -1.3518 -0.7129 -0.6469 0.5 1.7 2.0
C 2.6736 0.4245 1.2264 -1.0 -0.2 -3.1
C -2.4803 0.0738 -1.1831 2.1 -0.1 -2.8
C 1.1847 0.1165 0.8322 2.3 2.4 1.5
H -0.9665 -0.4005 0.3032 -1.9 -0.7 -1.0
H 3.0764 -0.5666 1.3271 0.8 -0.3 0.1
H 0.1679 -0.1315 -0.6742 -1.4 -0.7 -1.5
H -2.2053 1.1734 -1.1603 -0.7 -1.3 0.4
H -1.5001 -1.6966 -0.6154 -0.3 -0.6 0.0
H -2.3981 -0.1789 -2.3192 -0.8 0.6 1.7
H 3.2203 1.0207 0.3711 -1.1 -1.2 1.9
H -3.4625 -0.2071 -0.8326 -0.2 0.3 0.3
H 2.6194 0.9013 2.1566 0.3 0.8 1.2
```
Forces are in eV/Å.

Total charge   0
HOMO-LUMO gap   10.711 eV
E_LUMO   0.88 eV
SMILES   CC(=O)O.CN
Electronic energy   -324.91917 hartree



No. 10
C3H9NO2 | ωB97M-V/def2-TZVPD

Geometry as XYZ:
```
15
Properties=species:S:1:pos:R:3:forces:R:3
O -2.0466 -0.0672 -1.1453 1.1 -0.9 1.9
O 1.8695 0.5112 0.1093 -2.2 0.1 -0.3
N 0.3210 -1.0639 1.6090 1.1 3.6 -4.5
C 0.5622 0.5250 -0.2523 2.2 0.1 2.9
C -1.5382 -0.8660 -0.2357 -1.3 -0.9 -3.8
C -0.4219 -0.1065 0.7072 3.0 0.2 4.1
H 1.4121 1.8178 -2.2978 0.7 0.4 0.2
H -1.0083 -1.7819 -0.5606 0.4 0.5 -0.5
H 0.1613 -1.0910 2.5782 -0.7 0.1 1.2
H -2.1755 -1.2353 0.5294 -1.1 0.3 1.3
H 0.1202 1.4984 -0.6048 -0.3 -0.1 0.2
H 1.3602 -0.7863 1.3432 -2.3 -0.9 1.0
H 1.9963 2.0412 -1.8603 -0.5 -0.2 -0.5
H -1.0840 0.6553 1.1707 0.1 -0.9 0.2
H 0.4718 -0.0509 -1.0905 -0.1 -1.4 -3.3
```
Forces are in eV/Å.

Total charge   0
HOMO-LUMO gap   5.104 eV
E_LUMO   -3.97 eV
Electronic energy   -324.63868 hartree